(1)
DFT (ωB97M-V/def2-TZVPD) results for 2 unconnected molecules or ions with the total composition C5H11N2 in a non-equilibrium geometry.

Computed properties:
total charge	+1

Each line ends with the Mulliken charge.
Element x y z (Å)
C: 1.9250 -0.4866 -0.1992  0.101
C: 3.1924 -0.8400 -0.4008  -0.764
C: 1.6366 0.9184 0.1317  0.055
C: -2.1236 -0.8249 1.2076  -0.337
C: -2.4106 0.2643 -0.8845  -0.921
N: -1.6738 -0.0892 0.2590  -0.274
N: 0.5213 1.2734 0.4676  -0.132
H: 3.4339 -1.7948 -0.7534  0.295
H: 4.1073 -0.1566 -0.2987  0.200
H: 1.0380 -1.1598 -0.4447  0.272
H: 2.5743 1.3770 0.1672  0.403
H: -1.3315 -1.1871 1.9813  0.234
H: -3.1456 -1.2101 1.1535  0.311
H: -3.4702 0.4870 -0.6577  0.352
H: -1.9424 1.1671 -1.3066  0.299
H: -2.4088 -0.5502 -1.7074  0.289
H: 0.3743 2.2232 0.7509  0.250
H: -0.2967 0.5889 0.5343  0.366

Cartesian forces, eV/Å:
C -1.53 -0.13 -0.97
C 1.08 1.77 0.14
C 3.81 -4.82 -0.80
C 1.75 -0.17 -0.59
C -1.31 0.04 -2.14
N 0.68 -1.77 2.39
N -2.76 2.35 1.41
H 0.29 -1.40 -0.27
H -1.69 -0.80 0.04
H 1.44 0.75 0.59
H 0.80 2.24 0.10
H -1.91 0.79 -1.04
H 0.14 -0.08 0.47
H 0.39 -0.10 -0.13
H -0.36 -0.30 -0.12
H 0.21 1.17 1.44
H -0.22 0.55 0.17
H -0.80 -0.09 -0.69

(2)
DFT (ωB97M-V/def2-TZVPD) results for a molecular structure, C37H55P2SSiZn.

Computed properties:
total charge	-1

Each line ends with the Mulliken charge.
Element x y z (Å)
Zn: -3.0101 -1.9508 -0.0131  -0.622
C: -2.1483 -2.5601 3.2890  -1.490
Si: -1.6908 -1.2952 1.9204  2.596
C: 0.1113 -0.8435 2.3967  0.633
C: 0.3226 -0.3444 3.6828  -0.657
C: 1.5807 0.0417 4.1164  -0.921
C: 2.6603 -0.0509 3.2511  -0.863
C: 2.4781 -0.5428 1.9673  -0.227
C: 1.2216 -0.9650 1.5258  0.835
P: 0.8879 -1.6277 -0.1627  -0.880
C: 2.3219 -0.9464 -1.1718  0.740
C: 1.8630 -0.8210 -2.6451  -0.295
C: 3.0501 -0.6997 -3.6148  -0.921
C: 4.1983 0.0590 -2.9531  -0.626
C: 4.7535 -0.7478 -1.7637  -1.019
C: 3.6786 -1.6531 -1.1369  -1.292
C: 1.3883 -3.4273 0.0195  0.979
C: 1.0817 -4.1411 -1.3214  -0.927
C: 0.7206 -5.6225 -1.1270  -0.900
C: 1.5420 -6.2163 0.0139  -0.672
C: 1.1518 -5.5567 1.3501  -1.151
C: 0.6353 -4.1222 1.1539  -0.479
C: -2.7095 0.2707 2.4103  0.641
C: -3.5097 0.2968 3.5576  -0.564
C: -4.3376 1.3730 3.8470  -0.817
C: -4.3827 2.4583 2.9851  -0.855
C: -3.5820 2.4677 1.8526  -0.339
C: -2.7491 1.3906 1.5579  -0.486
P: -1.5897 1.3566 0.1336  -0.278
C: -0.6505 2.9436 0.4334  -0.252
C: 0.4265 3.1247 -0.6429  0.439
C: 1.2577 4.3835 -0.3924  -1.105
C: 1.9227 4.3219 0.9824  -0.656
C: 0.8735 4.1185 2.0756  -1.129
C: 0.0328 2.8695 1.8080  -0.003
C: -2.7127 1.6497 -1.3326  0.163
C: -3.2755 3.0595 -1.6341  -0.762
C: -2.7430 3.6393 -2.9453  -0.715
C: -3.0753 2.7385 -4.1436  -0.796
C: -2.9666 1.2422 -3.7874  -1.097
C: -2.0634 1.0198 -2.5777  -0.108
H: -1.9533 -2.2047 4.3063  0.374
H: -3.2063 -2.8297 3.2189  0.448
H: -1.5645 -3.4759 3.1522  0.266
H: -0.5266 -0.2194 4.3480  0.331
H: 1.7189 0.4323 5.1178  0.372
H: 3.6458 0.2651 3.5731  0.373
H: 3.3386 -0.5858 1.3129  0.114
H: 2.4569 0.0660 -0.7724  0.385
H: 1.2506 -1.6823 -2.9214  0.275
H: 1.2200 0.0575 -2.7378  -0.127
H: 3.4054 -1.6925 -3.9092  0.322
H: 2.7334 -0.1964 -4.5308  0.493
H: 4.9918 0.2641 -3.6747  0.452
H: 3.8226 1.0269 -2.6078  0.248
H: 5.5962 -1.3626 -2.0928  0.473
H: 5.1409 -0.0621 -1.0046  0.261
H: 3.6078 -2.5850 -1.7047  0.382
H: 3.9751 -1.9273 -0.1250  0.576
H: 2.4566 -3.4847 0.2459  0.324
H: 0.2466 -3.6365 -1.8174  0.307
H: 1.9475 -4.0613 -1.9858  0.177
H: -0.3429 -5.7172 -0.8927  0.334
H: 0.8905 -6.1702 -2.0563  0.484
H: 1.4016 -7.2978 0.0686  0.427
H: 2.6030 -6.0419 -0.1934  0.296
H: 0.3737 -6.1478 1.8397  0.469
H: 2.0163 -5.5497 2.0192  0.326
H: -0.4309 -4.1403 0.9082  0.024
H: 0.7372 -3.5591 2.0832  0.064
H: -3.4921 -0.5440 4.2407  0.312
H: -4.9513 1.3639 4.7406  0.383
H: -5.0407 3.2945 3.1915  0.416
H: -3.6219 3.3277 1.1956  0.280
H: -1.3269 3.8046 0.4199  0.930
H: 1.0859 2.2485 -0.6103  -0.436
H: -0.0209 3.1592 -1.6376  -0.250
H: 2.0118 4.4989 -1.1765  0.399
H: 0.6046 5.2624 -0.4382  0.363
H: 2.6263 3.4822 1.0013  0.238
H: 2.4968 5.2336 1.1696  0.411
H: 1.3571 4.0412 3.0534  0.401
H: 0.2157 4.9948 2.1058  0.358
H: 0.6811 1.9836 1.8283  -0.387
H: -0.7103 2.7398 2.5959  0.443
H: -3.5550 0.9949 -1.0866  0.418
H: -4.3653 2.9910 -1.7068  0.442
H: -3.0604 3.7596 -0.8265  0.278
H: -3.1656 4.6361 -3.0993  0.513
H: -1.6601 3.7711 -2.8738  0.103
H: -4.0887 2.9581 -4.4912  0.390
H: -2.3979 2.9802 -4.9677  0.325
H: -3.9478 0.8346 -3.5299  0.381
H: -2.6014 0.6728 -4.6447  0.411
H: -1.9500 -0.0516 -2.3996  0.335
H: -1.0611 1.4275 -2.7597  -0.035
S: -4.5786 -2.0376 -1.4259  -0.792

Cartesian forces, eV/Å:
Zn 0.16 0.28 -0.09
C 0.12 0.07 0.02
Si -0.89 -0.18 0.29
C 0.27 -0.16 -0.69
C -0.08 0.04 -0.05
C 0.03 0.03 0.02
C 0.03 0.05 0.02
C -0.04 -0.04 -0.01
C -0.18 0.09 0.20
P 0.22 -0.08 -0.04
C -0.19 -0.07 0.03
C 0.09 0.03 0.02
C 0.03 0.08 0.06
C -0.04 -0.11 0.00
C -0.04 -0.01 -0.04
C 0.00 0.14 -0.02
C -0.16 0.19 -0.08
C -0.03 -0.05 0.10
C 0.13 0.04 0.06
C -0.09 0.05 -0.01
C 0.00 0.01 -0.08
C 0.02 0.01 -0.05
C 0.08 0.01 0.08
C 0.00 0.01 -0.03
C 0.04 -0.02 -0.01
C -0.02 0.03 0.00
C -0.04 -0.03 0.02
C 0.11 -0.03 0.11
P -0.06 0.15 -0.10
C 0.07 -0.33 0.01
C -0.07 0.13 0.06
C 0.06 -0.12 0.05
C -0.14 0.07 -0.01
C 0.06 -0.10 -0.07
C -0.01 0.10 -0.09
C 0.20 -0.05 0.04
C 0.07 -0.03 -0.02
C -0.07 -0.05 -0.01
C 0.01 -0.03 0.09
C 0.08 0.07 0.06
C -0.12 -0.06 -0.02
H 0.02 0.01 -0.01
H 0.05 0.02 -0.02
H -0.05 0.03 -0.02
H 0.01 -0.04 0.01
H -0.02 0.00 0.00
H 0.00 0.00 -0.01
H -0.01 -0.04 -0.06
H 0.02 0.01 0.01
H -0.03 0.01 0.00
H -0.06 -0.03 0.02
H -0.02 0.00 -0.01
H -0.01 -0.04 -0.01
H 0.01 0.05 0.02
H 0.02 0.01 -0.01
H 0.01 0.01 0.01
H 0.01 -0.01 0.00
H 0.00 -0.02 0.05
H 0.01 -0.05 0.02
H 0.05 -0.03 -0.02
H 0.04 0.01 -0.03
H -0.02 0.02 0.00
H 0.00 -0.01 -0.03
H -0.03 0.00 0.00
H 0.05 -0.01 0.02
H 0.00 -0.03 0.00
H 0.02 -0.01 0.03
H -0.02 0.00 0.03
H -0.02 0.04 0.03
H -0.04 -0.02 0.01
H -0.03 -0.03 -0.01
H 0.00 -0.02 -0.01
H 0.02 0.00 0.01
H 0.04 0.01 -0.04
H -0.04 0.07 -0.01
H -0.01 -0.04 -0.08
H 0.01 -0.03 -0.03
H -0.01 0.02 0.00
H 0.01 0.01 -0.03
H 0.02 0.00 0.01
H 0.03 -0.02 0.00
H -0.02 0.01 0.00
H 0.00 0.01 0.04
H -0.04 0.01 0.04
H -0.01 -0.03 0.03
H -0.01 -0.09 0.00
H 0.00 0.03 0.04
H -0.03 0.04 0.04
H 0.05 0.02 -0.01
H 0.00 0.00 0.02
H 0.02 0.01 -0.03
H -0.03 0.01 -0.02
H 0.01 -0.04 -0.04
H -0.05 -0.01 0.00
H 0.03 0.01 0.02
H 0.00 0.02 -0.01
S 0.46 -0.01 0.24

(3)
DFT (ωB97M-V/def2-TZVPD) results for 7 unconnected molecules or ions with the total composition C29H46F15NO11 in a non-equilibrium geometry.

Computed properties:
SMILES string	CCOC(=O)C(F)(F)F.CCOC(=O)C(F)(F)F.CCOC(=O)C(F)(F)F.CCOC(=O)C(F)(F)F.CCOC(=O)C(F)(F)F.CCN(CC)CC.CC(C)=O

Each line ends with the Mulliken charge.
Element x y z (Å)
C: -9.3132 1.1460 6.6975  -0.689
C: -7.7904 1.4443 6.4966  0.129
O: -7.5713 2.5730 5.6495  -0.331
C: -6.9963 2.3706 4.3715  0.312
O: -6.4524 1.3711 4.0187  -0.560
C: -7.2888 3.4189 3.3831  0.943
F: -7.7386 4.5349 3.9562  -0.261
F: -6.1184 3.7773 2.7432  -0.253
F: -8.2344 2.9754 2.5598  -0.211
H: -9.3344 0.1086 7.0314  0.006
H: -9.9179 1.2027 5.7924  0.144
H: -9.6547 1.8665 7.4408  0.386
H: -7.2167 0.5619 6.2130  -0.078
H: -7.3265 1.6562 7.4599  0.355
C: -8.5660 -1.4702 3.2966  -0.334
C: -9.9188 -0.8726 3.0219  -0.411
O: -9.7052 0.1680 2.1611  0.005
C: -10.7632 1.1047 1.9866  0.307
O: -11.8478 1.0625 2.5848  -0.561
C: -10.5481 2.0918 0.7729  0.931
F: -9.2524 2.1098 0.4431  -0.222
F: -11.2291 1.5585 -0.2299  -0.256
F: -11.0027 3.3160 1.0210  -0.261
H: -8.6261 -2.2621 4.0432  0.076
H: -7.8232 -0.7694 3.6780  -0.011
H: -8.2827 -1.8670 2.3218  0.210
H: -10.2722 -0.5416 3.9985  0.173
H: -10.7916 -1.4241 2.6724  0.385
C: -14.2564 3.8821 0.3007  -1.021
C: -15.2734 2.9487 -0.3177  -0.056
O: -14.4892 2.1651 -1.2100  -0.160
C: -15.0974 1.2572 -1.9146  0.414
O: -16.2930 1.0016 -1.9004  -0.538
C: -14.1520 0.3607 -2.8267  0.810
F: -14.1125 -0.8817 -2.3352  -0.257
F: -14.5767 0.2042 -4.0846  -0.257
F: -12.8417 0.7508 -3.0015  -0.251
H: -13.5882 3.3687 0.9921  0.053
H: -14.7249 4.5917 0.9827  0.459
H: -13.5656 4.3221 -0.4186  0.315
H: -15.9805 3.5823 -0.8531  0.298
H: -15.7423 2.2472 0.3723  0.181
C: -14.2945 -1.3634 1.8520  -1.149
C: -15.4524 -0.4180 2.0560  0.018
O: -16.3459 -1.0418 2.9630  -0.171
C: -17.4174 -0.3608 3.5190  0.330
O: -17.8071 0.7793 3.2645  -0.541
C: -18.2393 -1.2900 4.4712  0.825
F: -18.3352 -0.8111 5.6839  -0.246
F: -19.4844 -1.3376 4.0399  -0.237
F: -17.6387 -2.5323 4.5258  -0.247
H: -14.0224 -1.9316 2.7415  0.360
H: -13.4316 -0.7949 1.5051  0.163
H: -14.5677 -2.1357 1.1328  0.394
H: -15.9166 -0.1809 1.0987  0.191
H: -14.9808 0.5240 2.3360  0.293
C: -4.3704 -0.7084 9.2910  -0.891
C: -3.3783 -0.1715 8.1822  -0.266
O: -3.8345 -0.3244 6.9006  -0.275
C: -3.8417 -1.6318 6.3728  0.310
O: -3.4102 -2.6079 6.9810  -0.538
C: -4.3644 -1.7930 4.9077  0.942
F: -5.7091 -1.8051 4.9648  -0.254
F: -4.0270 -0.6903 4.2318  -0.213
F: -3.7688 -2.9015 4.3411  -0.244
H: -4.4534 -1.7840 9.4466  0.271
H: -5.3748 -0.4165 8.9840  0.108
H: -4.2189 -0.2631 10.2743  0.428
H: -2.3502 -0.5266 8.2528  0.320
H: -3.3990 0.9143 8.2763  0.310
C: -7.1764 -2.9598 9.0136  -0.846
C: -8.4155 -3.8343 8.9437  -0.767
N: -9.4840 -3.0488 8.1119  0.550
C: -9.3738 -3.0167 6.5828  -0.272
C: -9.5221 -4.4309 5.9369  -1.403
C: -10.9063 -3.3367 8.5020  -0.475
C: -11.1881 -3.1853 10.0064  -1.391
H: -7.4484 -1.9384 9.2795  0.274
H: -6.8027 -2.8454 7.9961  0.106
H: -6.3246 -3.3358 9.5804  0.460
H: -8.0694 -4.8050 8.5886  0.239
H: -8.7576 -4.1447 9.9310  0.373
H: -9.9477 -2.1908 6.1626  0.361
H: -8.3323 -2.7331 6.4316  -0.051
H: -9.3539 -4.4404 4.8600  0.445
H: -8.8831 -5.2106 6.3513  0.258
H: -10.5426 -4.7350 6.1699  0.326
H: -11.2198 -4.3317 8.1862  0.345
H: -11.6184 -2.7896 7.8842  0.466
H: -12.2643 -3.0613 10.1271  0.374
H: -10.6201 -2.3644 10.4442  0.351
H: -10.8284 -3.9489 10.6960  0.342
C: -6.7441 -0.9241 -1.9944  -1.085
C: -5.9625 -0.8940 -0.6769  0.800
C: -6.1363 -2.0872 0.2644  -0.565
O: -5.3203 0.1111 -0.4032  -0.583
H: -7.7992 -0.7289 -1.8023  0.264
H: -6.5978 -1.9062 -2.4440  0.368
H: -6.2999 -0.0679 -2.5021  0.330
H: -6.3267 -1.8207 1.3041  -0.198
H: -5.2300 -2.6906 0.2130  0.399
H: -6.9845 -2.6496 -0.1257  0.304

Cartesian forces, eV/Å:
C 1.66 0.21 -0.13
C -0.31 -0.76 0.35
O 0.85 0.36 -2.59
C -0.81 -2.49 3.30
O 0.14 0.02 0.24
C 0.93 2.64 -0.30
F -0.20 0.19 -0.07
F -1.69 -0.82 0.16
F 0.58 0.14 -0.31
H -0.38 0.10 0.47
H 0.23 0.21 -0.10
H -0.45 -0.36 -0.04
H -0.19 0.02 -0.85
H -0.25 0.51 0.10
C -0.31 -1.21 -0.84
C -0.87 -0.26 2.92
O -1.91 4.70 -2.30
C -1.40 -1.93 1.71
O 3.38 0.15 -1.60
C 0.93 -1.29 1.12
F -0.51 0.45 -0.23
F -0.36 0.11 -0.55
F 0.29 -0.33 -0.01
H -0.12 -0.19 -0.24
H -0.30 0.34 -0.32
H 0.78 -0.30 0.29
H -0.29 0.68 0.14
H 0.56 -0.99 -0.30
C 0.49 -0.40 1.49
C 0.55 0.96 0.43
O 0.94 -0.53 -1.05
C -1.95 -1.19 -0.80
O 2.04 0.37 -0.09
C 1.55 -0.48 -1.11
F -0.09 0.14 0.80
F -0.94 0.73 0.24
F -1.26 0.32 1.10
H 0.01 -0.52 -0.08
H -0.18 0.42 -0.54
H -0.56 0.33 -0.19
H -0.35 -0.61 -0.20
H -0.28 0.42 0.10
C -0.08 -0.82 -0.46
C 1.07 0.54 -0.78
O -2.02 1.24 1.55
C 0.34 1.70 -1.82
O 1.43 -3.01 0.71
C 1.22 -0.63 -0.64
F 0.72 0.38 1.13
F -0.34 -0.84 -0.79
F -1.26 1.23 0.00
H -0.02 0.44 0.30
H 0.00 -0.18 -0.09
H 0.17 0.06 -0.24
H -0.49 -0.30 0.02
H -0.70 0.22 1.07
C 0.06 0.08 -0.77
C -0.23 0.27 2.97
O -1.50 -3.12 -4.03
C 1.75 -0.93 2.56
O -1.17 2.39 -1.32
C 1.11 1.11 0.92
F 0.46 -1.06 -0.56
F 0.07 -0.70 -0.44
F -1.76 1.78 0.70
H 0.58 -0.04 -0.34
H -0.08 0.23 -0.09
H 0.37 0.18 -0.17
H -0.08 -0.17 0.30
H 0.37 0.00 0.27
C -0.06 0.59 -0.77
C -0.41 0.73 -1.06
N -0.90 -0.68 0.14
C 2.46 -1.67 1.96
C -1.05 0.82 0.34
C 1.06 -0.99 0.30
C 0.37 0.44 -0.09
H 0.06 -0.07 0.52
H 0.18 -0.09 -0.20
H -0.32 -0.12 0.31
H -0.42 -0.20 -0.97
H -0.61 0.81 0.01
H -0.54 -0.40 0.17
H 0.15 0.27 -0.21
H -0.19 0.18 -0.04
H 0.27 0.43 0.29
H -0.10 -0.34 -0.48
H 0.26 -0.72 0.26
H 0.39 1.01 0.20
H 0.11 0.11 0.34
H -0.43 0.77 -0.42
H -0.31 -0.84 -0.62
C 1.05 0.24 1.02
C -0.31 1.41 0.65
C -0.04 0.32 -0.65
O -0.41 -1.44 -0.01
H -0.04 -0.17 0.02
H -0.16 0.22 -0.44
H -0.30 -0.38 -0.68
H 0.21 0.28 -0.17
H -0.03 -0.14 0.04
H 0.10 -0.32 0.21

| no. | HOMO (eV) | LUMO (eV) | total energy (eV) |
| --- | --- | --- | --- |
| 1 | -14.2 | -4.28 | -8334.81775 |
| 2 | -3.6 | 2.44 | -124974.08853 |
| 3 | -8.7 | 0.31 | -95591.36214 |